(1)
One molecule with the formula C5H8O2. Source: OMol25; level of theory: ωB97M-V/def2-TZVPD.

Last column: natural (NBO) charge in e.
CARTESIAN COORDINATES (ANGSTROEM)
C -0.37299 1.43216 -0.36248  -0.631
C -0.16602 0.03307 0.17777  0.229
C -0.74186 -1.17057 -0.49935  -0.427
C -1.27816 -0.71337 0.83504  -0.429
O 1.07698 -0.15732 0.85707  -0.496
C 2.19357 -0.07459 0.12201  0.650
O 2.26053 0.13464 -1.06031  -0.580
H -0.99252 1.40706 -1.26366  0.221
H 0.58299 1.87440 -0.64858  0.238
H -0.85606 2.07797 0.37720  0.211
H -1.34570 -0.99976 -1.38644  0.220
H -0.15336 -2.08263 -0.51753  0.227
H -2.25199 -0.23310 0.88183  0.218
H -1.01737 -1.30932 1.70483  0.229
H 3.06196 -0.21862 0.78260  0.121

* charge: 0


(2)
A 2-piece molecular cluster, C3H10NOS overall. Source: OMol25; level of theory: ωB97M-V/def2-TZVPD.

Last column: natural (NBO) charge in e.
CARTESIAN COORDINATES (ANGSTROEM)
C -1.84724 1.04006 -0.19729  -0.756
S -1.50382 -0.00268 1.23782  0.153
C -1.17353 -1.54967 0.38998  -0.746
H -1.31189 0.60734 -1.03374  0.276
H -1.39241 2.00969 -0.03919  0.229
H -2.90414 1.19229 -0.39153  0.178
H -2.00489 -1.77459 -0.27265  0.197
H -0.20618 -1.52370 -0.10671  0.243
H -1.09531 -2.34534 1.13622  0.208
N 1.87882 0.26116 0.85296  -0.931
C 1.88596 0.12752 -0.67071  0.147
O 1.01845 0.92672 -1.27375  -0.954
H 2.78388 0.64024 1.11610  0.317
H 1.21299 1.00110 1.04821  0.351
H 2.94497 0.35398 -0.96262  0.042
H 1.71434 -0.96410 -0.83310  0.047

* charge: -1


Number 1: highest occupied orbital energy -0.379 hartree, LUMO 1.00 eV, maximum force 0.5 eV Å⁻¹. Number 2: highest occupied orbital energy -0.093 hartree, LUMO 3.53 eV, maximum force 0.6 eV Å⁻¹.